ORCA calculation (the ωB97M-V functional and the def2-TZVPD basis) on a structure of composition C9H16F4LiN2O17S4.

```
53
C9H16F4LiN2O17S4, DFT the ωB97M-V functional and the def2-TZVPD basis
Li 0.259 0.266 -0.936
N 1.380 1.617 -2.042
S 1.926 0.908 -3.334
O 2.764 -0.241 -3.205
O 2.213 1.826 -4.398
F 0.515 0.284 -3.779
S 2.886 2.212 -1.517
O 2.940 3.643 -1.587
O 4.135 1.517 -1.704
F 2.658 1.984 0.050
N -1.758 3.376 -2.892
S -2.128 2.770 -4.418
O -3.262 3.371 -5.055
O -1.940 1.364 -4.692
F -0.884 3.445 -5.144
S -2.573 2.298 -2.054
O -1.830 1.095 -1.704
O -3.994 2.281 -2.337
F -2.516 3.055 -0.624
C 3.379 -3.518 1.594
C 4.470 -2.799 0.899
O 3.913 -1.505 0.684
C 2.554 -1.694 0.595
O 1.799 -0.925 0.128
O 2.257 -2.967 0.920
H 3.294 -3.296 2.665
H 3.400 -4.607 1.568
H 4.810 -3.209 -0.057
H 5.406 -2.714 1.459
C 1.420 2.335 2.923
O 0.147 1.728 2.914
C -0.441 1.430 1.767
O -0.011 1.685 0.691
O -1.595 0.820 1.959
C -1.973 0.369 3.253
H 1.452 3.058 2.100
H 2.241 1.644 2.717
H 1.590 2.845 3.866
H -1.158 -0.226 3.659
H -2.819 -0.299 3.083
H -2.349 1.147 3.914
C -3.770 -1.360 -0.742
O -3.120 -2.238 0.179
C -1.812 -2.004 0.360
O -1.159 -1.322 -0.368
O -1.343 -2.485 1.498
C -2.189 -3.228 2.357
H -3.170 -1.277 -1.650
H -3.823 -0.350 -0.329
H -4.773 -1.718 -0.946
H -1.765 -3.412 3.337
H -2.476 -4.205 1.954
H -3.180 -2.774 2.420
```

Charge: -1
E_tot, eV: -101798.1585

ORCA calculation (the ωB97M-V functional and the def2-TZVPD basis) on the molecule C4H9NO2.

```
16
C4H9NO2, DFT the ωB97M-V functional and the def2-TZVPD basis
C 1.391 0.878 -0.960
O 0.940 -0.834 0.667
C 0.111 -0.094 1.549
C -0.326 -0.430 0.199
N -0.118 0.655 -0.757
O -0.713 1.834 -0.174
C -1.226 -1.616 -0.107
H 2.234 0.503 -0.320
H 1.608 0.443 -1.937
H 1.447 1.953 -0.900
H 0.347 0.957 1.736
H -0.174 -0.699 2.396
H -1.249 2.263 -0.861
H -2.300 -1.435 0.008
H -0.935 -2.414 0.588
H -1.035 -1.966 -1.126
```

SMILES string: CN(O)[C@]1(C)CO1
E_tot, eV: -9875.2612

ORCA calculation (the ωB97M-V functional and the def2-TZVPD basis) on a cluster of 3 separate species, C2H10N3 in total.

```
15
C2H10N3, DFT the ωB97M-V functional and the def2-TZVPD basis
C 3.235 -0.546 -0.027
C 0.626 0.322 0.012
N 0.576 1.604 0.283
N -0.287 -0.532 -0.063
N -3.056 -0.338 -0.045
H 3.579 0.003 0.979
H 3.319 -0.126 -0.978
H 2.986 -1.547 0.070
H -0.275 2.164 0.169
H 1.529 1.975 0.266
H -0.178 -1.524 -0.350
H -1.287 -0.374 -0.205
H -3.527 -0.096 0.865
H -3.598 0.247 -0.794
H -3.642 -1.231 -0.182
```

Charge: +1
E_tot, eV: -6696.3617

ORCA calculation (the ωB97M-V functional and the def2-TZVPD basis) on a structure of composition C3H3O4Yb.

```
11
C3H3O4Yb, DFT the ωB97M-V functional and the def2-TZVPD basis
O -0.555 -0.723 -3.731
C -1.497 -0.349 -3.114
O -2.622 -0.121 -2.900
C 0.565 0.236 2.413
O 0.691 0.102 1.002
C -0.419 0.308 0.203
O -0.028 0.099 -0.987
Yb 2.257 -0.358 -1.181
H 0.870 -0.705 2.884
H 1.217 1.051 2.750
H -0.479 0.461 2.661
```

Expectation value of S²: 0.75
Spin multiplicity: 2
E_tot, eV: -42876.4986

ORCA calculation (the ωB97M-V functional and the def2-TZVPD basis) on a structure of composition C33H40BiN2O4PS4.

```
85
C33H40BiN2O4PS4, DFT the ωB97M-V functional and the def2-TZVPD basis
Bi 2.589 0.435 0.152
S 4.982 1.035 0.959
C 4.816 1.554 2.620
C 6.073 1.958 3.191
C 6.172 2.224 4.530
C 5.112 2.078 5.383
C 3.852 1.745 4.846
C 3.702 1.627 3.451
S 2.090 1.234 2.936
C 1.189 2.877 2.717
C 1.028 3.411 1.308
C 0.480 4.753 1.263
C -0.025 5.193 0.016
C -0.044 4.320 -1.076
C 0.681 3.083 -0.966
C 0.784 2.236 -2.186
S 2.526 1.608 -2.347
C 2.195 0.307 -3.485
C 1.719 0.608 -4.734
C 1.802 -0.334 -5.767
C 2.203 -1.626 -5.511
C 2.540 -1.973 -4.182
C 2.661 -1.031 -3.187
S 3.630 -1.447 -1.777
N 1.280 2.682 0.204
H 6.929 2.122 2.546
H 7.123 2.483 4.911
H 5.249 2.203 6.469
H 3.022 1.564 5.538
H 1.652 3.604 3.385
H 0.196 2.627 3.084
H 0.546 5.464 2.124
H -0.449 6.174 -0.036
H -0.571 4.507 -1.995
H 0.565 2.817 -3.097
H 0.141 1.341 -2.107
H 1.311 1.592 -4.940
H 1.607 -0.019 -6.814
H 2.302 -2.354 -6.288
H 2.879 -2.992 -3.958
C -2.115 0.675 -4.143
C -2.417 -0.264 -2.991
C -3.553 0.326 -2.171
C -2.706 -1.680 -3.499
O -1.176 -0.309 -2.246
P -0.839 -1.203 -0.952
O -2.037 -1.385 -0.054
O 0.397 -0.574 -0.338
O -0.405 -2.670 -1.568
C -0.592 -3.972 -0.866
C 0.003 -3.738 0.513
C 0.164 -5.043 -1.652
C -2.051 -4.363 -0.922
H -2.976 0.747 -4.802
H -1.265 0.434 -4.750
H -2.007 1.708 -3.789
H -4.487 0.406 -2.751
H -3.240 1.350 -1.959
H -3.744 -0.256 -1.288
H -3.583 -1.632 -4.093
H -2.815 -2.364 -2.694
H -1.907 -2.093 -4.189
H 1.105 -3.695 0.470
H -0.211 -4.638 1.105
H -0.483 -2.874 0.960
H 1.243 -4.787 -1.712
H -0.214 -5.163 -2.680
H 0.094 -6.026 -1.143
H -2.650 -3.553 -0.491
H -2.302 -5.302 -0.402
H -2.382 -4.538 -1.959
C -5.263 0.152 4.834
C -3.852 -0.133 4.427
C -3.108 -1.120 5.048
C -1.778 -1.296 4.668
N -1.233 -0.698 3.630
C -1.959 0.254 3.024
C -3.252 0.581 3.382
H -6.009 -0.585 4.474
H -5.593 1.067 4.370
H -5.330 0.175 5.912
H -3.539 -1.767 5.793
H -1.106 -1.854 5.299
H -1.532 0.671 2.146
H -3.832 1.338 2.867
```

E_tot, eV: -104513.1896